# 1
# C23H29FN4O4

The molecule C23H29FN4O4 (wB97M-V/def2-TZVPD, OMol25).

Each line ends with the Löwdin charge.
Element x y z (Å)
O (-2.30824, 0.27741, -2.54385)  0.0716
C (-1.24340, 0.58395, -2.03631)  -0.4028
N (-0.05795, 0.67444, -2.64118)  0.1038
C (0.14064, 0.68562, -4.06360)  -0.1051
C (0.82223, 1.98850, -4.51433)  -0.3068
C (2.18850, 2.22742, -3.83731)  -0.1181
C (1.90019, 3.34453, -2.83213)  -0.1453
C (0.75049, 4.07882, -3.51946)  -0.1917
O (-0.01197, 3.08327, -4.17045)  -0.0940
C (-1.12478, 0.87433, -0.53758)  -0.4095
O (-0.07356, 1.24817, -0.03856)  0.0556
N (-2.27433, 0.66213, 0.10909)  0.0978
C (-2.44588, 0.78920, 1.53132)  -0.0997
C (-2.52495, -0.58051, 2.25983)  -0.2186
C (-2.87030, -0.35248, 3.70227)  -0.2444
C (-2.52046, 0.61755, 4.59699)  -0.0307
C (-3.13398, 0.26614, 5.82444)  -0.0587
C (-3.80848, -0.88898, 5.58392)  -0.1191
O (-3.65647, -1.26776, 4.30526)  0.0601
N (-1.34107, -1.42137, 2.18436)  -0.1009
C (-0.08840, -0.76023, 2.51000)  -0.1369
C (1.01713, -1.80699, 2.66702)  -0.1233
N (1.16560, -2.55575, 1.43181)  -0.0772
C (1.91522, -2.03514, 0.39176)  -0.1579
C (1.52019, -2.11388, -0.95186)  -0.0250
C (2.31292, -1.64989, -1.98372)  -0.1088
C (3.54022, -1.06580, -1.73167)  -0.1056
C (3.97552, -0.98754, -0.42036)  -0.0152
C (3.18794, -1.47611, 0.59876)  -0.1933
F (3.72384, -1.41771, 1.84776)  0.0455
C (-0.08520, -3.22682, 1.15316)  -0.1411
C (-1.23340, -2.22535, 0.98016)  -0.1476
H (0.71325, 0.93981, -2.03909)  0.1181
H (0.75349, -0.16718, -4.37429)  0.1180
H (-0.84697, 0.60987, -4.52431)  0.1309
H (0.92868, 1.94651, -5.60875)  0.1471
H (2.91386, 2.56647, -4.57737)  0.1154
H (2.57338, 1.32450, -3.36709)  0.0959
H (1.57002, 2.94165, -1.87408)  0.1011
H (2.75797, 3.99093, -2.66220)  0.1122
H (1.13795, 4.79479, -4.25996)  0.1218
H (0.08956, 4.60451, -2.82896)  0.1233
H (-3.04483, 0.34394, -0.46802)  0.1486
H (-3.36684, 1.34053, 1.73859)  0.1362
H (-1.59565, 1.36069, 1.90698)  0.1228
H (-3.34539, -1.16094, 1.81974)  0.1551
H (-1.91233, 1.47958, 4.41439)  0.1114
H (-3.07641, 0.80244, 6.74903)  0.0994
H (-4.41255, -1.51184, 6.21306)  0.1184
H (-0.22080, -0.22539, 3.45212)  0.1231
H (0.22545, -0.04777, 1.73068)  0.1089
H (1.94270, -1.31582, 2.95000)  0.1137
H (0.74515, -2.51625, 3.45379)  0.1291
H (0.56683, -2.54480, -1.20913)  0.1010
H (1.95698, -1.74857, -2.99875)  0.0955
H (4.15858, -0.69554, -2.53452)  0.0984
H (4.93685, -0.56670, -0.17003)  0.1180
H (0.01107, -3.86502, 0.27477)  0.1191
H (-0.30331, -3.86380, 2.01552)  0.1279
H (-2.17153, -2.76850, 0.83868)  0.1297
H (-1.04300, -1.61725, 0.08364)  0.1027

Force components x, y, z for each atom (eV/Å):
-0.12 0.03 -0.05
0.13 -0.14 -0.17
0.36 0.17 0.19
-0.17 0.30 -0.36
0.00 -0.49 -0.11
-0.15 0.17 -0.08
-0.20 0.06 -0.11
0.22 0.28 0.12
-0.12 -0.21 -0.03
-0.03 0.11 0.21
0.00 0.07 -0.05
-0.28 -0.12 -0.22
0.02 -0.22 0.36
-0.13 0.17 0.19
0.33 0.76 -0.15
-0.15 -0.34 -0.55
-0.32 -0.49 0.10
0.16 0.55 0.70
-0.10 -0.37 -0.36
-0.03 -0.13 -0.12
0.28 -0.12 0.14
-0.14 0.53 0.27
0.16 -0.33 0.26
0.30 0.04 -0.23
-0.06 -0.01 0.14
0.11 0.04 -0.13
-0.04 -0.01 -0.06
-0.11 -0.01 0.13
0.15 0.13 -0.04
-0.18 -0.11 -0.13
-0.31 0.02 -0.26
0.15 -0.25 -0.07
-0.16 -0.10 0.07
-0.07 0.04 -0.05
0.13 -0.07 -0.03
0.01 -0.02 0.16
0.03 -0.06 0.02
0.09 -0.07 0.00
0.00 0.03 0.04
0.04 0.01 0.05
-0.04 -0.02 0.10
0.06 0.02 -0.04
0.16 0.06 -0.03
0.11 0.02 0.00
-0.11 0.04 0.03
0.04 0.08 0.02
0.15 0.17 -0.14
-0.04 0.05 0.23
-0.10 -0.15 0.00
0.06 0.04 0.00
-0.04 -0.03 0.15
-0.03 -0.08 -0.04
0.02 0.05 0.00
-0.11 -0.03 0.05
-0.04 -0.01 -0.09
0.07 0.02 -0.08
0.09 0.03 0.07
-0.01 -0.01 0.04
-0.03 0.00 -0.08
0.01 0.03 -0.06
-0.04 -0.13 0.03

LUMO energy   0.028 hartree
Gap between HOMO and LUMO   8.4840 eV
Relative energy (zero: lowest compared OMol25 entry of this formula, charge and spin)   14.30 kJ/mol
Highest occupied orbital energy   -0.283 hartree
Net charge   0
Strongest force on any atom   0.9 eV/A



# 2
# C20H33BrN9O2V

A structure of composition C20H33BrN9O2V (wB97M-V/def2-TZVPD, OMol25).

Each line ends with the Löwdin spin population.
Element x y z (Å)
V (-0.48974, 0.54204, -0.59145)  1.1273
O (3.39086, 1.65963, -0.92660)  -0.0047
C (2.34596, 1.04560, -0.77135)  0.0008
N (1.10899, 1.50188, -1.02380)  -0.0196
C (1.03237, 2.73301, -1.77920)  0.0020
C (-0.16380, 2.64559, -2.66809)  0.0006
C (-0.40421, 3.53910, -3.70189)  -0.0005
C (-1.59031, 3.45453, -4.40107)  0.0012
C (-2.52382, 2.49459, -4.02934)  -0.0004
C (-2.21323, 1.64147, -2.99631)  0.0006
N (-1.03780, 1.68293, -2.35170)  -0.0116
C (2.31984, -0.37094, -0.29459)  0.0018
C (3.47628, -1.10354, -0.11185)  -0.0006
C (3.35222, -2.43352, 0.25840)  0.0013
C (2.08103, -2.96551, 0.43696)  -0.0003
C (0.97929, -2.15534, 0.24298)  0.0013
N (1.09319, -0.87547, -0.12064)  -0.0068
H (1.95017, 2.88717, -2.35163)  -0.0002
H (0.90320, 3.59684, -1.11326)  -0.0004
H (0.33458, 4.29319, -3.93477)  0.0000
H (-1.79924, 4.13953, -5.21166)  0.0001
H (-3.48302, 2.41778, -4.51951)  -0.0001
H (-2.92831, 0.91511, -2.63944)  0.0000
H (4.42753, -0.61831, -0.27615)  -0.0001
H (4.22973, -3.04893, 0.40386)  0.0001
H (1.93917, -3.99855, 0.72360)  0.0000
H (-0.02296, -2.53535, 0.38780)  0.0003
N (0.19789, -2.10610, -4.44342)  -0.0002
C (-0.12820, -1.36679, -3.36736)  -0.0014
O (0.67315, -0.63402, -2.80915)  -0.0031
C (-1.54268, -1.46459, -2.85738)  -0.0075
C (-1.65870, -0.99010, -1.41310)  -0.0499
H (1.11682, -2.00387, -4.84204)  0.0000
H (-0.47582, -2.68962, -4.90553)  0.0000
H (-1.91577, -2.48519, -2.98929)  -0.0022
H (-2.13913, -0.85350, -3.53780)  0.0003
H (-1.47863, -1.82698, -0.73854)  0.0029
H (-2.67703, -0.64272, -1.19582)  -0.0005
C (0.90568, -2.25142, 3.52074)  0.0003
N (0.43462, -1.06697, 2.82700)  0.0026
C (1.41351, -0.00400, 2.65615)  0.0005
C (-0.81317, -0.94821, 2.33481)  0.0024
N (-1.08106, -0.16703, 1.30880)  -0.0096
N (-1.79738, -1.68492, 2.93478)  0.0008
C (-3.05936, -1.91149, 2.24404)  0.0003
C (-1.94078, -1.71248, 4.39117)  0.0001
H (1.85142, -2.56883, 3.06925)  0.0001
H (0.18713, -3.05916, 3.43171)  0.0000
H (1.09113, -2.05676, 4.57924)  0.0001
H (1.73212, 0.36268, 3.63362)  0.0000
H (0.97628, 0.81425, 2.08752)  0.0005
H (2.29506, -0.36233, 2.13026)  0.0000
H (-2.06005, 0.09732, 1.33923)  0.0008
H (-2.89117, -2.10395, 1.18691)  0.0001
H (-3.74616, -1.06250, 2.35020)  0.0001
H (-3.53657, -2.78544, 2.68300)  0.0000
H (-1.09099, -1.24765, 4.88031)  0.0000
H (-2.03969, -2.73953, 4.74455)  -0.0001
H (-2.83908, -1.15860, 4.67507)  0.0001
N (0.99191, 3.85959, 2.45266)  0.0001
N (1.92187, 3.14801, 1.63949)  0.0002
H (1.43062, 4.29566, 3.25432)  0.0000
H (0.27734, 3.21788, 2.77167)  0.0000
H (2.77986, 2.93121, 2.13738)  0.0000
H (2.17641, 3.75844, 0.87131)  0.0000
Br (-1.84939, 2.38515, 0.32495)  -0.0297

Force components x, y, z for each atom (eV/Å):
-0.09 -0.20 -0.10
-0.21 -0.27 0.03
0.56 0.18 0.10
-0.21 0.14 -0.09
-0.04 0.02 -0.04
-0.04 -0.04 0.02
0.00 0.00 0.01
0.01 0.02 -0.01
0.00 -0.01 0.02
0.08 -0.03 0.03
-0.08 0.05 0.07
-0.07 -0.13 -0.17
-0.09 -0.10 -0.03
-0.02 0.07 -0.02
0.11 -0.04 -0.04
0.02 0.20 -0.14
0.16 -0.12 -0.19
-0.03 0.00 0.04
-0.01 -0.03 -0.02
0.01 0.01 0.00
0.00 0.00 0.00
-0.01 0.00 -0.01
0.00 0.01 -0.02
0.01 0.01 -0.01
0.01 -0.01 0.00
0.01 0.01 -0.02
0.03 -0.01 -0.02
0.02 0.03 -0.06
-0.08 -0.18 0.15
0.25 0.23 0.13
-0.14 0.01 -0.03
-0.01 -0.03 -0.06
-0.03 -0.02 -0.01
0.02 0.01 -0.01
0.01 0.00 0.06
-0.04 0.03 0.00
-0.01 -0.03 -0.03
0.00 0.00 -0.02
0.15 0.03 0.10
0.14 0.09 0.14
-0.16 0.12 0.11
-0.08 0.02 -0.09
-0.26 -0.16 -0.03
-0.09 0.01 0.07
0.06 0.11 -0.05
0.07 -0.04 -0.05
-0.11 0.04 0.06
-0.06 -0.04 -0.03
-0.03 0.02 0.01
-0.03 0.02 0.07
0.12 0.03 0.11
0.01 -0.08 0.09
0.00 -0.03 0.01
0.03 0.02 -0.02
0.02 -0.03 -0.01
-0.01 -0.02 0.01
0.05 0.01 -0.04
0.01 0.01 0.03
0.02 0.00 0.01
-0.10 0.02 0.08
0.09 0.04 -0.10
-0.01 0.00 -0.02
0.03 0.02 0.00
-0.05 0.02 0.01
0.08 -0.10 0.05
0.00 0.09 0.00

LUMO energy (alpha / beta)   -0.133 / -0.114 hartree
Gap between HOMO and LUMO (alpha / beta)   7.6427 / 8.1853 eV
Relative energy (zero: lowest compared OMol25 entry of this formula, charge and spin)   44.01 kJ/mol
Highest occupied orbital energy (alpha / beta)   -0.414 / -0.415 hartree
Expectation value of S²   0.778
Net charge   +1
2S+1   2
Strongest force on any atom   0.6 eV/A



# 3
# C8H13IN2

The molecule C8H13IN2 (wB97M-V/def2-TZVPD, OMol25).

Each line ends with the Löwdin charge.
Element x y z (Å)
C (0.93205, -0.18091, -2.26331)  0.0013
C (0.92522, -0.06720, -0.74883)  -0.2966
N (2.11382, -0.09923, -0.11858)  0.1127
N (1.91971, -0.07600, 1.19331)  -0.2558
C (2.83439, 0.00492, 2.24796)  -0.0678
C (0.60914, -0.04730, 1.43814)  -0.6293
I (-0.33812, 0.16206, 3.28775)  0.9450
C (-0.10795, -0.12105, 0.15508)  -0.1952
C (-1.59121, -0.15646, 0.04854)  -0.4116
C (-2.17981, -0.98804, -1.06266)  -0.0643
C (-2.00454, 1.30621, -0.17797)  -0.0578
H (-0.03220, -0.60257, -2.49434)  0.0531
H (1.17166, 0.78924, -2.67503)  0.0813
H (1.69321, -0.90375, -2.38341)  0.0627
H (3.68085, 0.42038, 1.84562)  0.0603
H (2.45681, 0.58994, 3.12539)  0.0641
H (3.17528, -1.01384, 2.37993)  0.1023
H (-2.03410, -0.40579, 0.99612)  0.0761
H (-2.03686, -0.46891, -2.00153)  0.0701
H (-3.28751, -1.12780, -0.99041)  0.1051
H (-1.74562, -1.88202, -1.13116)  0.0339
H (-1.57869, 1.61574, -1.11251)  0.0794
H (-1.52559, 1.84003, 0.62753)  0.0656
H (-3.04993, 1.41234, -0.18564)  0.0655

Force components x, y, z for each atom (eV/Å):
-0.51 0.29 2.38
1.07 -0.65 0.11
1.60 0.38 -0.70
-3.86 0.87 -0.55
0.66 -0.88 0.71
-2.82 -0.43 -2.13
0.31 -0.13 -0.28
0.94 -0.22 3.54
-0.49 1.44 -0.59
-2.34 2.79 -0.04
1.28 -0.77 0.49
-0.13 0.19 -0.85
-0.14 -0.03 -0.56
0.88 -0.62 -1.04
2.19 1.67 -0.69
0.37 -0.96 -0.89
-0.13 -0.34 1.30
0.06 -0.59 0.51
0.07 0.08 -0.37
0.85 0.17 0.28
1.66 -3.81 -0.29
0.13 0.45 -0.55
-0.22 0.76 0.18
-1.43 0.36 0.04

LUMO energy   0.015 hartree
Gap between HOMO and LUMO   8.7701 eV
Relative energy (zero: lowest compared OMol25 entry of this formula, charge and spin)   54.93 kJ/mol
Highest occupied orbital energy   -0.307 hartree
Net charge   0
Strongest force on any atom   4.2 eV/A